1.
75
Properties=species:S:1:pos:R:3:forces:R:3 method="wB97M-V/def2-TZVPD" gap_ev=6.337 total_charge=-1 homo_energy_ha=-0.1470
C -2.5317 -4.4295 1.7730 0.1 0.0 0.3
N -1.5310 -3.6346 1.0600 -0.4 -0.2 -0.4
C -2.0688 -2.5312 0.2552 0.2 0.0 0.0
C -1.7104 -1.1044 0.8230 -0.1 -0.6 -0.3
P -2.8901 -0.8597 2.1841 -0.1 -0.1 0.1
O -4.2985 -1.1938 1.9112 0.2 0.1 0.0
O -2.2753 -1.7886 3.3520 -0.5 0.4 0.4
O -2.7600 0.6388 2.7817 -0.1 -0.1 0.0
O -0.4262 -1.1187 1.3536 0.0 0.7 0.1
B 0.5430 -0.7353 0.2336 -0.2 0.3 0.2
O -0.3774 -0.2860 -0.8707 0.0 -0.1 0.1
C -1.6634 -0.0892 -0.3889 0.0 -0.1 -0.1
N -2.6018 -0.5289 -1.4362 0.1 -0.1 0.2
C -1.9390 1.4255 -0.1054 0.0 0.2 0.1
C -0.7777 2.3732 0.2613 -0.1 0.2 0.1
C -0.6784 2.7918 1.7336 0.3 0.1 -0.1
C 0.6194 3.5323 2.0958 0.0 -0.2 0.0
C 1.8417 2.6245 2.2571 0.0 0.4 0.1
C 3.0495 3.3591 2.8756 0.1 -0.4 -0.1
C 4.3281 3.1084 2.0891 -0.1 0.2 0.1
O 4.5939 1.7238 2.1058 -0.1 0.0 -0.1
C 5.0217 1.1623 0.8826 0.1 -0.2 0.1
H -2.5786 -5.4603 1.4001 -0.1 0.1 -0.1
H -2.3002 -4.4856 2.8432 0.0 0.0 -0.1
H -3.5272 -3.9831 1.6929 0.0 0.0 0.0
H -1.0488 -4.2423 0.4179 0.2 0.0 0.1
H -3.1502 -2.6367 0.1289 0.0 0.1 0.0
H -1.6366 -2.5507 -0.7437 0.1 0.0 0.1
H -1.4310 -1.4564 3.6702 0.4 -0.3 -0.4
H -2.2069 0.7038 3.5614 0.1 0.0 0.1
H 1.2278 0.2040 0.6369 0.2 -0.1 0.0
H 1.2308 -1.6892 -0.1223 0.0 0.0 -0.1
H -2.3292 -0.0397 -2.2800 0.0 0.1 0.0
H -3.5370 -0.2113 -1.2106 -0.1 0.1 0.0
H -2.3520 1.7964 -1.0486 0.0 -0.1 0.0
H -2.7489 1.5384 0.6219 0.0 0.0 -0.1
H 0.1750 1.9755 -0.0888 -0.1 -0.2 0.0
H -0.9544 3.3015 -0.3010 0.2 -0.1 0.0
H -0.7636 1.9152 2.3785 0.0 0.0 0.0
H -1.5090 3.4747 1.9528 -0.1 -0.3 0.1
H 0.4616 4.0580 3.0475 0.0 0.1 -0.1
H 0.8415 4.2877 1.3297 -0.1 0.1 0.1
H 1.5673 1.7810 2.8942 0.0 -0.1 -0.2
H 2.1266 2.2208 1.2854 -0.1 -0.2 0.1
H 3.2329 2.9756 3.8858 -0.1 0.2 0.0
H 2.8708 4.4378 2.9455 0.0 0.0 0.0
H 5.1702 3.6595 2.5362 0.0 0.0 -0.1
H 4.2055 3.4628 1.0565 0.0 0.0 0.0
H 4.6582 0.1368 0.8357 0.0 0.1 0.0
H 6.1182 1.1514 0.8159 0.0 0.1 -0.1
H 4.6116 1.6965 0.0212 0.0 0.0 0.0
C 6.7187 -1.4201 -0.7924 -0.1 -0.1 0.1
O 5.8785 -0.7316 -1.3283 0.1 0.1 -0.1
N 6.8569 -2.7460 -1.0140 0.1 0.0 0.0
C 7.8602 -3.5409 -0.3478 -0.1 0.0 0.0
C 5.9376 -3.3754 -1.9479 0.0 0.0 0.0
H 7.4367 -1.0251 -0.0517 0.0 0.0 0.0
H 8.5376 -4.0045 -1.0698 0.0 0.0 0.0
H 7.4001 -4.3308 0.2507 0.0 0.0 0.0
H 8.4442 -2.9036 0.3145 0.0 0.0 0.0
H 6.0283 -2.9242 -2.9365 0.0 0.0 0.0
H 4.9072 -3.2446 -1.6167 0.0 0.0 0.0
H 6.1694 -4.4366 -2.0100 0.0 0.0 0.0
C -5.4029 1.5895 -3.5153 0.0 -0.1 0.0
O -4.8765 1.1661 -2.5106 0.0 0.1 0.0
N -6.5491 1.0894 -4.0309 -0.1 0.0 0.0
C -7.1499 1.6140 -5.2335 0.0 -0.1 0.1
C -7.1777 -0.0196 -3.3326 0.0 0.0 0.0
H -4.9854 2.4242 -4.1051 0.0 0.0 0.0
H -8.1562 1.9925 -5.0367 0.0 0.0 0.0
H -7.2156 0.8448 -6.0071 0.0 0.0 0.0
H -6.5411 2.4333 -5.6130 0.0 0.0 0.0
H -7.4335 0.2653 -2.3118 0.0 0.0 0.0
H -6.4990 -0.8710 -3.2767 0.0 0.0 0.0
H -8.0806 -0.3073 -3.8675 0.0 0.0 0.0



2.
72
Properties=species:S:1:pos:R:3:forces:R:3 method="wB97M-V/def2-TZVPD" s_squared=3.761 multiplicity=4 gap_ev="6.275 / 2.926" total_charge=+3 homo_energy_ha="-0.6163 / -0.6163"
Ni -2.0457 -0.5227 -2.5351 3.8 -0.1 0.8
C -1.3607 3.5034 4.0733 -0.5 -0.9 -0.3
C -0.5530 3.5532 2.7804 -0.9 0.1 -0.2
N -0.7123 2.3267 1.8551 0.2 -1.2 -1.3
C -2.1616 2.1627 1.3864 0.3 0.7 0.7
C 0.1614 2.5293 0.5207 -0.6 1.8 1.3
C -0.2083 3.8107 -0.3460 -0.5 -0.9 0.9
C -0.3160 0.9955 2.5326 1.4 1.5 1.1
C 1.2026 0.7302 2.7786 0.5 -1.0 0.3
O 2.0060 1.7207 3.3680 0.7 0.7 -0.2
C 3.4658 1.5053 3.3099 -0.1 0.8 0.0
H -1.0358 2.6886 4.7204 0.3 0.3 0.2
H -2.4097 3.2941 3.8636 -0.1 0.2 0.0
H -1.3361 4.4408 4.6288 0.3 0.0 -0.2
H 0.4880 3.7492 3.0373 0.1 -0.3 -0.6
H -0.9864 4.2974 2.1123 0.4 0.5 0.4
H -2.8128 1.8777 2.2127 0.3 0.0 0.1
H -2.2487 1.4079 0.6048 0.4 0.0 0.0
H -2.5094 3.1266 1.0148 0.1 -0.1 0.0
H 0.0909 1.5603 0.0266 0.0 0.5 -0.1
H 1.1464 2.7463 0.9339 0.2 -0.6 -0.2
H -0.0571 4.7504 0.1852 0.4 -0.2 0.3
H -1.2632 3.8671 -0.6148 0.0 -0.4 -0.4
H 0.4196 3.8473 -1.2362 -0.1 -0.2 0.1
H -0.7083 0.1270 2.0035 -0.1 0.3 -0.3
H -0.7641 1.0505 3.5247 -0.3 -0.1 -0.2
H 1.6637 0.2744 1.9024 0.2 0.3 -0.5
H 1.2238 -0.0908 3.4952 -0.5 -0.5 0.0
H 3.9882 2.2888 3.8588 -0.8 0.6 0.0
H 3.8247 1.6083 2.2858 -0.2 -0.4 -0.2
H 3.9164 0.6488 3.8113 -1.0 -0.8 -0.3
O -0.8697 -0.6143 -0.9993 -2.0 0.1 -0.8
H -0.0560 -0.1752 -0.6835 -0.7 -0.2 -0.8
Br 0.2465 -2.9428 2.6962 0.5 -0.6 -0.5
C 1.2663 -4.0959 1.4161 0.4 -0.4 0.0
C 0.8548 -3.7543 0.0018 0.1 0.4 -0.7
Br 2.1543 -4.5141 -1.2990 -0.7 0.3 0.6
H 1.1759 -5.1476 1.6879 -1.0 0.1 0.0
H 2.3366 -4.0010 1.5996 -0.1 1.1 -0.1
H 0.7852 -2.6834 -0.1893 0.8 0.1 0.3
H -0.1496 -4.0344 -0.3158 0.1 -0.9 0.3
Br 1.9121 1.9698 -2.8764 1.3 -1.2 0.8
C 3.2372 0.6752 -2.0010 -0.9 -0.9 1.6
C 2.4723 -0.1449 -0.8263 1.0 0.9 -1.1
Br 3.7727 -1.2746 0.2150 -1.1 1.0 -0.8
H 4.0644 1.2056 -1.5293 -0.5 0.6 0.0
H 3.7566 0.0553 -2.7317 -0.8 -0.1 -0.3
H 1.6298 -0.7633 -1.1360 0.7 -0.5 -0.6
H 1.9909 0.5908 -0.1820 0.7 0.1 0.4
Br -3.2300 -0.9492 3.4144 0.0 -0.2 -0.6
C -3.1742 -2.0663 1.7722 -0.3 -0.8 1.5
C -3.3678 -3.5145 2.3790 -0.2 1.5 -1.4
Br -5.2622 -3.7994 2.8923 0.7 0.3 0.2
H -2.2137 -1.9993 1.2613 0.2 0.0 0.4
H -3.9332 -1.6196 1.1300 -0.3 -0.7 0.1
H -2.7323 -3.6699 3.2508 -0.2 -0.1 0.0
H -3.2250 -4.3043 1.6416 0.0 -0.2 -0.1
C -1.4690 -0.0924 -5.8762 -0.6 0.0 -0.4
C -0.2788 0.0372 -4.9926 0.6 1.2 -1.2
O -0.4676 -0.7532 -3.8376 -1.2 -0.8 1.5
C 0.4808 -1.8411 -3.6341 1.1 -1.2 -0.2
C 0.3861 -2.9647 -4.7028 -1.0 1.7 0.3
H -1.3969 0.5210 -6.7744 0.3 -0.3 -0.2
H -1.6889 -1.1364 -6.0993 0.1 0.1 -0.3
H -2.3649 0.3206 -5.4126 -0.3 0.1 0.5
H 0.6562 -0.2216 -5.4895 -0.1 -0.6 0.0
H -0.0815 1.0759 -4.7276 -0.3 0.0 0.4
H 1.4607 -1.3658 -3.5909 0.1 0.0 -0.1
H 0.3092 -2.2974 -2.6592 -0.3 0.4 0.1
H 1.0289 -3.8276 -4.5290 0.0 0.3 0.1
H 0.5435 -2.5173 -5.6842 0.3 -0.3 -0.1
H -0.6678 -3.2415 -4.6737 0.0 -0.6 -0.2



3.
71
Properties=species:S:1:pos:R:3:forces:R:3 method="wB97M-V/def2-TZVPD" de_lowest_kj_mol=126.7 gap_ev=7.901 total_charge=+3 homo_energy_ha=-0.6710
Ti -0.1236 -0.0721 0.0640 0.2 -0.1 0.1
C 3.4171 1.1865 -3.5567 0.0 0.1 -0.1
N 3.1311 0.6064 -2.2402 -0.1 0.1 0.2
C 4.2198 -0.2090 -1.6826 0.0 -0.1 0.1
C 2.0335 0.8206 -1.5740 0.1 0.0 -0.1
O 1.8238 0.3193 -0.4166 -0.2 -0.3 0.2
C 0.9188 1.6933 -2.1604 0.0 0.0 0.0
O -0.1191 1.8455 -1.1780 0.0 -0.2 0.1
C -0.0802 3.0544 -0.4083 0.0 0.1 0.0
C 0.0336 2.6644 1.0519 -0.1 0.2 0.0
O -0.0285 1.4069 1.2886 -0.1 0.2 0.5
N 0.1511 3.5541 1.9866 0.1 -0.1 -0.2
C 0.2937 3.1832 3.3997 0.0 -0.1 0.1
C 0.1033 4.9979 1.7049 0.0 0.1 0.0
H 4.2111 1.9263 -3.4602 0.0 0.0 0.0
H 3.7582 0.3905 -4.2167 0.0 0.0 0.0
H 2.5395 1.6502 -3.9970 0.0 0.0 0.0
H 5.1449 0.3606 -1.7517 0.0 0.0 0.0
H 4.0116 -0.4497 -0.6467 0.0 0.0 0.0
H 4.3204 -1.1199 -2.2718 0.0 0.0 0.0
H 1.2905 2.6718 -2.4657 0.0 0.0 0.0
H 0.4688 1.2193 -3.0333 0.0 0.0 0.0
H 0.7678 3.6725 -0.7070 0.0 0.0 0.0
H -1.0001 3.6152 -0.5909 0.0 0.0 0.0
H 0.3758 2.1058 3.4920 0.0 0.0 0.0
H 1.1949 3.6558 3.7856 0.0 0.0 0.0
H -0.5694 3.5508 3.9535 0.0 0.0 0.0
H 0.5848 5.2341 0.7596 0.0 0.0 0.0
H -0.9319 5.3386 1.6947 0.0 0.0 0.0
H 0.6378 5.5148 2.4966 0.0 0.0 0.0
C -0.3364 -1.4459 -2.7646 0.0 0.1 -0.2
O -0.4203 -0.8904 -1.4513 -0.3 -0.5 -0.4
Si -2.1872 -2.2056 -0.1171 0.1 0.1 -0.2
C -3.4305 -1.3674 -1.2097 0.0 0.0 0.1
C -2.0255 -4.0157 -0.4314 0.0 0.2 0.0
C -1.3186 -1.3026 1.1904 0.2 0.3 -0.1
Si 0.0473 -2.3193 2.1264 0.1 0.0 0.1
C -0.6746 -3.7991 2.9923 0.0 0.1 -0.1
C 1.0059 -1.1955 3.2773 -0.1 0.0 -0.1
C 1.2713 -2.7696 0.7491 -0.1 0.1 0.1
Si -2.6907 -0.3918 2.2297 0.0 0.0 0.2
C -2.1301 0.0782 3.9438 0.0 0.0 -0.1
C -4.0944 -1.6289 2.4005 0.1 0.1 -0.1
C -3.1976 1.1449 1.2469 0.0 -0.1 0.0
H -1.1451 -1.0489 -3.3783 0.0 0.0 0.0
H -0.4140 -2.5309 -2.6975 0.0 0.0 0.0
H 0.6305 -1.1901 -3.1996 0.0 0.0 0.0
H -3.5535 -1.9237 -2.1413 0.1 0.0 0.0
H -3.1669 -0.3359 -1.4472 0.0 0.0 0.0
H -4.4139 -1.3432 -0.7355 0.0 0.0 0.0
H -2.2489 -4.2580 -1.4727 0.0 0.1 0.0
H -2.8064 -4.5044 0.1667 0.0 0.0 0.0
H -1.0783 -4.4620 -0.1402 0.0 0.0 0.0
H -1.3998 -3.5017 3.7514 0.0 0.0 0.0
H 0.1253 -4.3345 3.5084 0.0 0.0 0.0
H -1.1582 -4.5099 2.3233 0.0 0.0 0.0
H 0.4442 -0.8823 4.1549 0.0 0.0 0.0
H 1.3943 -0.2987 2.7831 0.0 0.0 0.0
H 1.8774 -1.7502 3.6340 0.0 0.0 0.0
H 0.8529 -3.3396 -0.0802 0.0 0.0 0.0
H 2.0551 -3.3871 1.1973 0.0 0.0 0.0
H 1.8166 -1.9149 0.3276 0.0 0.0 0.0
H -1.8926 -0.7922 4.5562 0.0 0.0 0.0
H -2.9679 0.5820 4.4341 0.0 0.0 0.0
H -1.2801 0.7582 3.9637 0.0 0.0 0.0
H -3.7588 -2.5425 2.8948 0.0 0.0 0.0
H -4.6004 -1.9103 1.4752 0.0 0.0 -0.1
H -4.8738 -1.2008 3.0358 0.0 0.0 0.0
H -2.6985 1.2675 0.2756 0.0 0.0 0.0
H -3.0000 2.0473 1.8286 0.0 0.0 0.0
H -4.2676 1.1377 1.0339 0.0 0.0 0.0



4.
72
Properties=species:S:1:pos:R:3:forces:R:3 method="wB97M-V/def2-TZVPD" gap_ev=7.536 total_charge=-1 homo_energy_ha=-0.1811
N 2.1151 2.4435 0.7707 0.6 -0.3 0.0
C 2.5305 1.0088 0.8232 -0.4 -0.3 0.1
C 2.0228 0.2550 -0.4773 0.8 0.5 -0.3
C 0.4374 0.2012 -0.6571 0.0 -0.9 0.4
C -0.4077 0.1441 0.6887 -0.6 -0.2 0.0
Al -2.3443 0.6499 0.1476 0.6 0.7 0.2
S -3.8938 -0.2030 1.6428 -0.7 0.0 0.2
C -2.3885 2.7307 0.2503 -0.8 -0.6 0.7
O -1.0167 3.1678 -0.0584 0.1 2.9 0.9
C -0.7665 4.4673 0.3527 0.6 -1.6 -1.4
F 0.3545 4.9028 -0.3846 -1.6 -0.3 1.5
F -1.8030 5.3365 0.0397 1.7 -0.9 1.0
F -0.4408 4.5293 1.6958 -0.8 0.6 -2.1
H 2.9281 3.0671 0.7342 -0.5 -0.4 -0.1
H 1.5278 2.6287 -0.0457 0.2 -0.1 0.4
H 2.0698 0.5237 1.7510 0.5 0.5 -1.3
H 3.6579 0.9357 0.9854 -1.3 0.0 -0.6
H 2.4285 0.8385 -1.3785 -0.3 -0.7 1.1
H 2.5219 -0.7635 -0.5317 -0.9 1.0 0.2
H 0.2156 -0.7734 -1.2154 0.2 1.3 0.6
H 0.0698 1.0242 -1.3570 0.6 -0.8 1.0
H -0.1141 0.9202 1.4638 -0.1 -0.9 -1.0
H -0.3785 -0.8892 1.1770 0.3 1.3 -0.6
H -2.6806 0.2887 -1.3639 -0.1 -0.2 -0.3
H -5.1489 0.2955 1.3643 1.0 -0.2 -0.1
H -3.0883 3.1948 -0.5070 0.7 -0.2 1.0
H -2.6378 3.0329 1.3261 0.2 -0.1 -1.5
C -4.6926 -4.0301 3.3098 -0.1 -0.1 -0.1
C -5.3324 -3.0039 4.2286 0.2 0.0 -0.1
O -6.7142 -2.7913 3.9673 -0.2 0.1 0.0
C -7.5589 -3.9219 4.0998 0.2 0.1 0.0
C -7.5492 -4.5284 5.4928 0.1 0.0 0.1
H -4.8099 -3.7316 2.2648 0.1 0.1 0.1
H -3.6272 -4.1263 3.5308 -0.1 0.1 0.0
H -5.1462 -5.0175 3.4215 0.1 0.0 0.1
H -4.8360 -2.0430 4.0793 -0.2 0.0 -0.1
H -5.1827 -3.2691 5.2809 0.0 -0.1 0.0
H -7.3076 -4.6721 3.3422 0.0 -0.1 0.1
H -8.5707 -3.5785 3.8707 0.1 0.1 0.0
H -6.5600 -4.8950 5.7727 0.0 -0.1 -0.1
H -8.2461 -5.3687 5.5462 0.0 0.0 0.0
H -7.8436 -3.7823 6.2356 0.0 0.0 -0.1
C 3.9756 7.4209 -2.2814 -0.1 0.0 0.0
C 4.8607 6.2126 -2.5397 -0.1 0.0 0.0
O 4.3239 4.9990 -2.0398 0.2 0.0 0.1
C 3.0644 4.6032 -2.5692 -0.1 0.0 -0.1
C 3.0776 4.3943 -4.0736 0.1 0.0 -0.1
H 3.7888 7.5351 -1.2102 0.0 0.0 -0.1
H 4.4547 8.3297 -2.6544 0.0 -0.1 0.0
H 3.0067 7.3295 -2.7741 0.0 0.0 0.0
H 5.8160 6.3607 -2.0308 -0.1 -0.2 0.1
H 5.0906 6.1146 -3.6058 -0.1 0.1 -0.1
H 2.2903 5.3197 -2.2772 0.0 0.0 -0.1
H 2.8089 3.6588 -2.0839 0.2 0.1 0.1
H 3.3226 5.3119 -4.6128 -0.1 0.0 0.0
H 2.0983 4.0543 -4.4176 0.1 0.0 0.1
H 3.8246 3.6446 -4.3482 -0.1 0.0 0.0
C 4.6279 -5.0363 -1.5517 0.0 0.0 -0.1
C 3.4267 -4.6193 -0.7190 0.0 0.0 -0.1
O 2.6519 -3.5918 -1.3150 0.0 0.1 0.1
C 2.0838 -3.8847 -2.5825 0.0 0.0 0.0
C 1.1404 -5.0749 -2.5649 0.0 -0.1 0.1
H 5.2753 -4.1764 -1.7449 0.0 -0.1 0.1
H 5.2060 -5.8018 -1.0282 0.0 0.1 0.0
H 4.3317 -5.4465 -2.5185 0.0 -0.1 0.0
H 3.7805 -4.2247 0.2358 -0.1 0.1 -0.1
H 2.7946 -5.4813 -0.4818 0.0 -0.1 0.0
H 2.8744 -4.0193 -3.3290 0.0 -0.1 0.0
H 1.5250 -2.9952 -2.8816 0.1 0.0 0.2
H 1.6494 -5.9970 -2.2767 0.0 0.0 -0.1
H 0.7040 -5.2279 -3.5547 0.0 0.0 0.1
H 0.3321 -4.9098 -1.8481 0.0 0.0 -0.1



Number 1: E -51673.060 eV. Number 2: E -488260.540 eV. Number 3: E -77261.227 eV. Number 4: E -54645.166 eV.